(1)
A 2-piece molecular cluster, C3H10N2O2 overall. Source: OMol25; level of theory: wB97M-V/def2-TZVPD.

## Properties
- Total charge: +1
- HOMO energy (alpha / beta): -15.33 / -15.19 eV
- Frontier orbital gap (alpha / beta): 11.36 / 5.80 eV
- 2S+1: 2
- <S²>: 0.757

XYZ file:
```
17
C3H10N2O2 wB97M-V/def2-TZVPD
N -1.75634 -1.11961 -0.63912
C -0.55418 -0.28610 -0.55544
C -0.79107 1.17778 -0.97350
C -0.00872 -0.26048 0.85486
N -0.82475 -0.70970 1.79197
O 1.14337 0.03313 1.17858
H -2.53980 -0.51508 -0.88885
H -1.67411 -1.62284 -1.52292
H 0.20790 -0.74324 -1.19054
H -1.56226 1.64012 -0.35689
H 0.14313 1.74064 -0.94587
H -1.13970 1.18906 -2.00597
H -0.58070 -0.85665 2.75775
H -1.62646 -1.26168 1.52258
H 2.07225 0.41116 -0.43224
H 3.36698 0.87902 -1.07168
O 2.42233 0.92985 -1.15016
```

Per-atom Löwdin charges, elementary charge units: 0.098 -0.314 0.002 -0.366 0.272 0.300 0.109 0.119 0.165 0.105 0.086 0.107 0.158 0.133 -0.022 0.056 -0.008

***

(2)
A 9-piece molecular cluster, C45H66FN11O2 overall. Source: OMol25; level of theory: wB97M-V/def2-TZVPD.

## Properties
- HOMO energy: -9.09 eV
- Frontier orbital gap: 9.09 eV

XYZ file:
```
125
C45H66FN11O2 wB97M-V/def2-TZVPD
N -3.41265 -4.55896 -1.15430
C -3.44825 -3.54375 -1.68723
C -3.56301 -2.08045 -2.26379
C -2.62028 -2.03781 -3.53349
C -2.29382 -0.55048 -3.96450
C -3.13493 0.24050 -4.86692
C -2.74129 1.64978 -5.16254
C -1.50966 2.20012 -4.54093
C -0.65261 1.40797 -3.62192
C -1.05987 0.01916 -3.34461
C -3.13224 -1.11119 -1.09900
C -1.79649 -1.57028 -0.41407
N -0.82461 -1.80813 0.14799
C -4.23933 -0.97399 0.04815
O -4.88559 -1.89130 0.47358
N -4.42025 0.37121 0.63271
C -5.85753 0.67802 0.67141
O -6.32110 0.94946 1.72669
F -6.61710 0.62671 -0.48395
H -4.65459 -1.93254 -2.51767
H -3.20622 -2.49229 -4.39133
H -1.69282 -2.66749 -3.43978
H -4.07574 -0.18254 -5.30464
H -3.37630 2.29132 -5.82409
H -1.21727 3.26630 -4.73215
H 0.25972 1.80301 -3.11693
H -0.45581 -0.60648 -2.63099
H -2.93099 -0.05175 -1.43669
H -4.04838 1.04497 -0.06201
C 3.93118 -0.71400 -4.13979
C 3.14191 -1.41694 -3.04061
C 2.28576 -2.57243 -3.56806
C 1.29568 -2.06037 -4.55437
N 0.52980 -1.65549 -5.31290
H 3.27046 -0.25347 -4.87769
H 4.54778 0.08137 -3.71547
H 4.59046 -1.41525 -4.65848
H 2.50488 -0.68331 -2.53682
H 3.83961 -1.80392 -2.29288
H 1.75180 -3.05099 -2.74506
H 2.91009 -3.32446 -4.04744
C -2.61622 -5.78627 1.86906
C -3.36843 -6.81613 2.70436
C -3.18161 -6.61129 4.21028
C -1.74051 -6.73168 4.56573
N -0.62563 -6.82334 4.83665
H -1.53670 -5.85244 2.02593
H -2.79963 -5.95084 0.80759
H -2.93823 -4.77076 2.11560
H -3.03065 -7.81750 2.42260
H -4.43366 -6.75799 2.46662
H -3.74766 -7.36155 4.76612
H -3.54143 -5.62461 4.51055
C -6.85659 3.26490 4.02017
C -7.84466 4.36329 4.39726
C -8.16105 5.30400 3.23145
C -6.91730 5.97926 2.76766
N -5.95546 6.50084 2.41121
H -5.88837 3.67749 3.72754
H -6.68289 2.60246 4.87038
H -7.23747 2.66265 3.19302
H -7.43663 4.93626 5.23476
H -8.77313 3.90321 4.74526
H -8.88053 6.06302 3.54485
H -8.59634 4.74846 2.39776
C 0.94084 7.64824 -3.28928
C -0.44480 7.01256 -3.25032
C -0.54074 5.87143 -2.23359
C 0.42651 4.79440 -2.58300
N 1.17459 3.96194 -2.85275
H 1.70168 6.93294 -3.60107
H 0.96016 8.47438 -4.00368
H 1.21985 8.04042 -2.30828
H -0.69514 6.64229 -4.24912
H -1.18396 7.77796 -2.99794
H -1.55002 5.45379 -2.22911
H -0.32000 6.23453 -1.22736
C 2.57291 -5.24861 -0.52060
C 2.56975 -6.70343 -0.97641
C 3.48657 -6.95522 -2.17762
C 3.04340 -6.13804 -3.34196
N 2.69810 -5.50738 -4.24164
H 2.19556 -4.58282 -1.29911
H 1.93037 -5.12265 0.35258
H 3.58172 -4.92462 -0.24979
H 1.54576 -6.99484 -1.22581
H 2.89077 -7.33676 -0.14572
H 3.45986 -8.01051 -2.45595
H 4.51905 -6.69537 -1.93334
C 1.38526 -4.64065 6.50121
C 0.65350 -4.18208 7.75733
C 1.11938 -2.80973 8.25248
C 2.56959 -2.85214 8.58858
N 3.69013 -2.88496 8.84848
H 2.45625 -4.76151 6.68102
H 1.00128 -5.60535 6.17017
H 1.25176 -3.92375 5.68609
H 0.79828 -4.92753 8.54431
H -0.41879 -4.13941 7.54851
H 0.55797 -2.52042 9.14322
H 0.95391 -2.04926 7.48602
C 6.92636 5.16794 -2.82539
C 5.89616 4.46520 -1.94716
C 4.51295 4.38410 -2.59769
C 3.99429 5.75265 -2.86198
N 3.59129 6.81142 -3.06821
H 6.64997 6.20720 -3.01602
H 7.90187 5.17667 -2.33452
H 7.03445 4.65875 -3.78698
H 5.82439 4.99366 -0.99205
H 6.24654 3.45219 -1.72909
H 3.81718 3.86277 -1.93778
H 4.56350 3.83337 -3.53980
C 4.94034 1.68160 1.23609
C 5.51350 2.82362 2.06875
C 4.43325 3.75291 2.62926
C 3.66544 4.37160 1.51395
N 3.07422 4.85086 0.65083
H 4.41071 2.05225 0.35515
H 5.74199 1.03023 0.88230
H 4.24609 1.07664 1.82533
H 6.21099 3.39747 1.45180
H 6.08824 2.40526 2.89886
H 4.89036 4.54395 3.22684
H 3.74497 3.19858 3.27114
```

These are the Löwdin partial charges, in e, on atoms 1 to 99: 0.182 -0.161 -0.202 -0.122 -0.220 -0.035 -0.065 -0.074 -0.060 -0.080 -0.141 -0.162 0.171 -0.367 0.143 0.165 -0.434 0.183 0.098 0.164 0.131 0.120 0.104 0.093 0.084 0.059 0.092 0.137 0.136 -0.107 -0.260 -0.199 -0.213 0.173 0.072 0.066 0.078 0.103 0.106 0.091 0.067 -0.122 -0.266 -0.183 -0.208 0.154 0.067 0.035 0.076 0.111 0.109 0.113 0.117 -0.114 -0.268 -0.186 -0.232 0.135 0.073 0.077 0.054 0.111 0.108 0.113 0.117 -0.135 -0.265 -0.170 -0.192 0.171 0.008 0.076 0.078 0.107 0.106 0.112 0.121 -0.099 -0.262 -0.176 -0.193 0.159 0.046 0.077 0.081 0.114 0.110 0.116 0.118 -0.121 -0.270 -0.190 -0.234 0.134 0.070 0.028 0.078 0.112 0.105

***

(3)
A 2-piece molecular cluster, C9H15FNS overall. Source: OMol25; level of theory: wB97M-V/def2-TZVPD.

## Properties
- Total charge: +1
- HOMO energy: -11.79 eV
- Frontier orbital gap: 8.18 eV

XYZ file:
```
27
C9H15FNS wB97M-V/def2-TZVPD
C 2.20941 1.52058 0.03768
C 3.55518 1.51077 -0.06547
C 1.72080 0.21155 0.00394
C 2.59429 -0.78879 -0.02803
C 2.41763 -2.26340 0.09929
C -1.01671 1.04117 -1.57274
C -0.14493 -0.51978 1.79726
C -1.30794 0.64543 -0.18602
C -0.37882 -0.42844 0.31656
N -2.77459 0.12298 -0.03905
F -0.81745 -1.59630 -0.34030
S 4.22113 -0.09346 0.02746
H 1.61808 2.41542 -0.10577
H 4.25665 2.33914 -0.12092
H 1.37399 -2.57592 -0.34762
H 3.13088 -2.89841 -0.25175
H 2.16448 -2.53604 1.20736
H 0.07319 1.00940 -1.62960
H -1.22079 2.10586 -1.70192
H -1.45008 0.49460 -2.35826
H -0.82604 -1.23674 2.31697
H 0.79042 -0.95670 1.93017
H -0.29368 0.46682 2.38697
H -1.22416 1.55322 0.46887
H -3.03564 0.35327 0.93659
H -2.78747 -0.89997 -0.16226
H -3.54943 0.59775 -0.63291
```

Per-atom Löwdin charges, elementary charge units: -0.187 -0.387 -0.124 -0.565 -0.086 -0.038 -0.042 -0.302 -0.272 0.223 0.005 1.064 0.110 0.079 0.113 0.034 0.117 0.084 0.102 0.085 0.100 0.033 0.138 0.169 0.171 0.160 0.218

***

(4)
A 6-piece molecular cluster, C12H39N3O6 overall. Source: OMol25; level of theory: wB97M-V/def2-TZVPD.

## Properties
- HOMO energy: -8.99 eV
- Frontier orbital gap: 9.47 eV

XYZ file:
```
60
C12H39N3O6 wB97M-V/def2-TZVPD
C -0.59906 2.54682 5.19743
O -0.12051 2.56060 3.81953
C -0.34026 3.86202 3.24166
C 0.15698 3.99676 1.83677
C 1.61998 3.60255 1.76949
N -0.05953 5.37105 1.34902
H -1.71784 2.74220 5.32173
H -0.06421 3.33223 5.75164
H -0.32512 1.59175 5.58103
H -1.41263 4.17632 3.30068
H 0.20399 4.61483 3.86623
H -0.41899 3.40498 1.14595
H 2.23308 3.95185 0.93857
H 1.59943 2.49687 1.72997
H 2.08606 3.93701 2.72298
H 0.54448 6.05239 1.76548
H -1.01925 5.70796 1.46415
C -0.27180 -4.72006 1.23657
O 0.18817 -3.37509 1.05998
C -0.82025 -2.57625 1.80643
C -0.32274 -1.19155 1.87483
C 0.95387 -1.21364 2.78887
N -1.34862 -0.31931 2.38412
H 0.46893 -5.35761 0.70262
H -1.28653 -4.81901 0.86251
H -0.27579 -5.00669 2.30084
H -1.74987 -2.84166 1.28956
H -0.86169 -2.91797 2.84175
H 0.06514 -0.91483 0.85784
H 1.24377 -0.18362 2.74112
H 1.68669 -1.80019 2.26451
H 0.68626 -1.52000 3.79112
H -0.87811 0.39911 2.96101
H -1.90716 0.15646 1.73140
C 0.02136 -4.91384 -2.95266
O 0.69031 -3.94114 -3.80140
C 0.03739 -2.70434 -3.79352
C 0.73348 -1.82717 -4.83625
C 0.12897 -0.45376 -4.90955
N 0.52112 -2.59211 -6.15174
H 0.57934 -5.84681 -3.05768
H -1.03918 -5.10905 -3.25757
H 0.12572 -4.56934 -1.91797
H -1.03564 -2.88705 -4.00780
H 0.13153 -2.22434 -2.80808
H 1.79061 -1.76443 -4.58734
H -0.94163 -0.31445 -4.80437
H 0.46167 0.14925 -5.75124
H 0.47302 0.10763 -3.99088
H 0.93111 -3.50028 -6.06055
H 1.12856 -2.04855 -6.78435
O 0.36706 4.14772 -1.30251
H 0.29342 4.69101 -0.51034
H -0.30744 4.46812 -1.89279
O -1.96664 -0.09317 -1.37264
H -1.39892 -0.33861 -2.10072
H -1.34275 0.46749 -0.84956
O 0.23533 1.55205 -0.95582
H 0.34897 2.46026 -1.26317
H 1.09636 1.33860 -0.57691
```

Per-atom Löwdin charges, elementary charge units: -0.080 -0.211 -0.227 -0.450 -0.044 0.029 0.111 0.084 0.070 0.134 0.130 0.122 0.081 0.079 0.094 0.079 0.094 -0.136 -0.209 -0.199 -0.463 -0.027 0.072 0.093 0.076 0.085 0.126 0.117 0.138 0.054 0.073 0.082 0.058 0.051 -0.069 -0.209 -0.248 -0.403 -0.080 0.037 0.083 0.101 0.074 0.136 0.123 0.133 0.075 0.071 0.087 0.042 0.068 -0.042 0.005 0.061 -0.087 -0.010 0.000 -0.069 -0.015 0.050

***

(5)
One molecule with the formula C4H9N3O. Source: OMol25; level of theory: wB97M-V/def2-TZVPD.

## Properties
- HOMO energy: -7.52 eV
- Frontier orbital gap: 7.94 eV

XYZ file:
```
17
C4H9N3O wB97M-V/def2-TZVPD
C 0.72541 -0.52098 1.37759
C -0.01809 2.26051 -0.64238
C -0.53065 -1.11668 1.17167
C 0.35634 -0.04808 -0.75215
N -0.52465 -1.33118 -0.46159
O -0.57141 0.94519 -0.74572
N -1.59712 -1.22946 1.82921
N 1.37367 -0.02947 -1.51519
H -1.45107 -1.26596 -0.87880
H -0.06226 -2.18789 -0.75654
H -2.44825 -1.32348 1.28084
H 1.96727 -0.84683 -1.45438
H 0.86112 0.01560 2.30888
H 1.60378 -1.07752 1.07082
H -0.86843 2.93787 -0.59213
H 0.60430 2.48132 -1.51059
H 0.58004 2.33703 0.27045
```

Per-atom Löwdin charges, elementary charge units: -0.041 -0.055 -0.440 -0.538 0.169 -0.109 0.120 0.134 0.144 0.146 0.043 0.047 0.059 0.055 0.089 0.083 0.094

***

(6)
A 2-piece molecular cluster, C7H11N overall. Source: OMol25; level of theory: wB97M-V/def2-TZVPD.

## Properties
- HOMO energy: -9.24 eV
- Frontier orbital gap: 9.87 eV

XYZ file:
```
19
C7H11N wB97M-V/def2-TZVPD
C 0.92902 0.46313 -1.72676
C -1.30914 -1.28624 -1.24632
C -0.98899 -0.64421 -0.12329
C -1.75766 -0.48625 1.15717
C 1.75539 -0.45136 0.42012
C 0.56742 1.84906 0.30734
C 0.79086 0.48114 -0.33278
N 1.07794 0.28551 -2.85827
H -0.64948 -1.30111 -2.16577
H -2.04628 -2.18236 -1.14155
H -1.83377 -1.35408 1.74372
H -2.86250 -0.20630 0.93915
H -1.12680 0.22186 1.85390
H 2.13818 -1.12970 -0.28029
H 1.18861 -1.06513 1.08740
H 2.45111 0.22728 0.89403
H 0.16692 1.79859 1.23870
H -0.02552 2.55336 -0.32756
H 1.53467 2.22680 0.56108
```

Per-atom Löwdin charges, elementary charge units: -0.267 -0.018 -0.188 -0.099 -0.027 -0.051 -0.359 0.173 0.054 0.098 0.040 0.115 0.100 0.069 0.069 0.082 0.023 0.113 0.073

***

(7)
An isolated ion of composition C5H13N2O and charge +1. Source: OMol25; level of theory: wB97M-V/def2-TZVPD.

## Properties
- Total charge: +1
- HOMO energy: -13.07 eV
- Frontier orbital gap: 10.08 eV

XYZ file:
```
21
C5H13N2O wB97M-V/def2-TZVPD
C -1.56613 -2.07344 0.97701
N -0.77153 -1.21354 0.06292
C 0.56409 -0.88693 0.61682
C 1.43448 -0.30643 -0.48119
N 0.88063 0.89652 -1.08402
C 0.67303 2.05558 -0.21258
C -0.71870 2.56136 -0.54295
O -1.73007 2.15092 -0.05262
H -1.97089 -1.48960 1.79737
H -2.33953 -2.62559 0.44826
H -0.93496 -2.83344 1.43208
H -0.60009 -1.69803 -0.81870
H -1.23922 -0.34207 -0.19056
H 0.47819 -0.20228 1.44176
H 1.11814 -1.73078 0.92944
H 2.45164 -0.26100 -0.13282
H 1.52191 -0.99378 -1.32965
H 1.41408 1.11849 -1.90119
H 1.39949 2.83982 -0.42541
H 0.66044 1.73248 0.81514
H -0.72499 3.30176 -1.34912
```

Per-atom Löwdin charges, elementary charge units: 0.015 0.031 -0.127 -0.203 -0.058 -0.153 -0.237 0.065 0.113 0.110 0.106 0.183 0.157 0.130 0.128 0.125 0.132 0.119 0.127 0.109 0.128

***

(8)
C19H20ClN6OPdS2 as an isolated structure. Source: OMol25; level of theory: wB97M-V/def2-TZVPD.

## Properties
- Total charge: -1
- HOMO energy (alpha / beta): -3.36 / -4.01 eV
- Frontier orbital gap (alpha / beta): 5.62 / 6.25 eV
- 2S+1: 3
- <S²>: 2.013

XYZ file:
```
50
C19H20ClN6OPdS2 wB97M-V/def2-TZVPD
Pd 0.11067 0.23741 -0.52783
N -3.26685 2.44634 1.31715
C -2.45792 1.53683 0.65817
S -1.33221 2.22799 -0.49643
N -2.67252 0.29180 0.92198
N -1.87853 -0.54582 0.15366
C -2.15289 -1.78505 0.21434
C -1.46411 -2.80716 -0.56003
C -1.71297 -4.14398 -0.22315
C -1.10721 -5.20089 -0.87101
C -0.20740 -4.90624 -1.90494
C 0.04757 -3.60450 -2.27613
C -0.58478 -2.49252 -1.64900
O -0.37797 -1.29552 -2.09115
H -2.88762 3.37021 1.41467
H -3.75679 2.06964 2.11244
H -2.95362 -2.09887 0.88590
H -2.40925 -4.34183 0.58822
H -1.31885 -6.22505 -0.58707
H 0.29854 -5.71585 -2.41942
H 0.73998 -3.37590 -3.07874
C -1.22844 1.74857 5.70903
C -0.07230 0.83807 5.27997
C 0.40516 1.12976 3.89452
N 0.19177 0.38043 2.87811
N 0.69017 0.88024 1.70028
C 1.29961 2.03106 1.84756
N 1.87626 2.72376 0.85817
S 1.28598 2.59040 3.49175
H -1.57562 1.48618 6.71091
H -2.06488 1.64957 5.01467
H -0.92159 2.79787 5.72060
H -0.39045 -0.20372 5.28371
H 0.75834 0.93330 5.98401
H 1.81927 2.33477 -0.06866
H 2.41823 3.54497 1.03350
Cl 4.39502 0.89621 0.61082
C 4.09250 1.79982 -0.85844
C 4.90740 2.89456 -1.10943
C 4.69933 3.67607 -2.23447
C 3.65878 3.33617 -3.09611
C 2.85263 2.24583 -2.82807
C 3.03464 1.41696 -1.70092
C 2.12881 0.30726 -1.44423
H 5.70395 3.13054 -0.41414
H 5.33444 4.53066 -2.43274
H 3.47147 3.93574 -3.97929
H 2.03331 1.99895 -3.49489
H 2.52732 -0.44153 -0.76406
H 1.74597 -0.14479 -2.35343
```

Per-atom Löwdin charges, elementary charge units: 0.752 0.028 -0.904 0.521 -0.025 -0.115 -0.109 -0.160 -0.088 -0.141 -0.124 -0.038 -0.395 -0.188 0.049 0.071 0.113 0.097 0.080 0.088 0.101 -0.108 -0.252 -0.626 0.033 -0.066 -0.740 0.096 1.055 0.067 0.074 0.063 0.110 0.102 0.038 0.102 0.668 -0.633 -0.148 -0.128 -0.110 -0.054 -0.374 -0.211 0.091 0.087 0.093 0.115 0.016 0.029

***

no.,F_max (eV/Å),calculated total energy (eV)
1,2.841,-10339.4978
2,3.830,-70934.7543
3,6.198,-24608.9916
4,2.932,-29829.8421
5,1.380,-10807.8435
6,4.708,-8923.8402
7,1.887,-10416.2141
8,0.645,-68689.0056